1.
{"formula": "C2H3NO", "method": "wB97M-V/def2-TZVPD", "elements": ["C", "C", "N", "O", "H", "H", "H"], "positions_angstrom": [[-1.1989, -1.0111, -1.3993], [1.0599, 0.6936, 0.6919], [-2.0832, -0.5589, -0.8461], [0.0989, 0.9773, 1.6023], [-0.2981, -1.2832, -1.9902], [1.1292, -0.4163, 0.5549], [0.0035, 1.9394, 1.7978]], "homo_ev": [-7.5049, -12.6237], "gap_ha": [0.3122, 0.4365], "multiplicity": 3, "s_squared": 2.00, "e_above_lowest_ev": 1.683}


2.
{"formula": "C10H15AlF4IO8S", "method": "wB97M-V/def2-TZVPD", "elements": ["O", "C", "O", "C", "C", "C", "C", "C", "I", "O", "S", "O", "O", "O", "C", "C", "C", "O", "C", "O", "H", "H", "H", "H", "H", "H", "H", "H", "H", "H", "H", "H", "H", "H", "H", "F", "Al", "F", "F", "F"], "positions_angstrom": [[-3.1313, 1.1883, 3.0532], [-3.4512, 0.4483, 2.1503], [-3.4186, 0.7984, 0.8645], [-3.1438, -0.3119, -0.0078], [-1.6972, -0.8089, 0.1174], [-0.9348, -0.9056, -1.2210], [0.3963, -0.1730, -1.3030], [0.3776, 1.3248, -1.0414], [-1.4056, 2.2761, -1.9693], [1.4533, 1.9038, -1.7803], [1.6892, 3.4059, -1.1869], [1.1904, 4.4477, -2.0054], [3.0876, 3.5027, -0.9434], [0.8570, 3.2743, 0.1599], [0.4582, 1.8694, 0.3761], [1.5361, 1.3642, 1.3145], [1.3274, -0.0031, 1.9225], [0.6315, 0.1475, 3.1918], [-0.0721, -0.9744, 3.4831], [0.4350, -2.0630, 3.6557], [-3.8069, -0.5662, 2.3889], [-3.8323, -1.1126, 0.2458], [-3.3411, 0.0073, -1.0190], [-1.1943, -0.2261, 0.8802], [-1.7737, -1.8164, 0.5157], [-1.5913, -0.6049, -2.0267], [-0.7003, -1.9460, -1.3935], [1.1609, -0.6700, -0.7249], [0.7256, -0.2711, -2.3259], [-0.5644, 1.8789, 0.7283], [2.5046, 1.4481, 0.8391], [1.5580, 2.0610, 2.1445], [0.7548, -0.6801, 1.3051], [2.2836, -0.4841, 2.0822], [-1.1600, -0.8726, 3.5578], [4.0447, -3.2805, -2.3882], [2.5683, -3.3794, -3.2131], [1.9932, -4.9737, -3.1894], [2.7549, -2.8522, -4.8115], [1.4307, -2.3707, -2.4262]], "homo_ev": -7.7575, "gap_ha": 0.3522, "charge": -1}


3.
{"formula": "C5H7NO", "method": "wB97M-V/def2-TZVPD", "elements": ["O", "C", "N", "C", "C", "C", "C", "H", "H", "H", "H", "H", "H", "H"], "positions_angstrom": [[-0.4760, -0.0583, -1.7899], [-0.2899, -1.1014, -1.1869], [0.8864, -1.3710, -0.4868], [1.5483, -0.1232, -0.1503], [0.4817, 0.7715, 0.5130], [-0.8216, 0.0468, 0.6819], [-1.7091, 0.1481, 1.4906], [-1.0224, -1.9174, -1.1975], [0.7715, -1.9446, 0.3465], [1.9007, 0.3281, -1.0766], [2.4040, -0.3169, 0.5052], [0.7404, 1.0508, 1.5391], [0.3127, 1.6942, -0.0523], [-2.2065, 0.5312, 2.3375]], "homo_ev": -9.6909, "gap_ha": 0.3789, "e_above_lowest_ev": 3.708}


4.
{"formula": "C22H37CsN5O3STe", "method": "wB97M-V/def2-TZVPD", "elements": ["Cs", "N", "C", "C", "N", "C", "C", "N", "C", "C", "N", "H", "H", "H", "H", "H", "H", "H", "H", "H", "H", "H", "H", "H", "H", "H", "H", "H", "H", "Te", "C", "O", "C", "C", "C", "C", "C", "C", "N", "C", "C", "C", "C", "C", "C", "C", "O", "H", "H", "H", "H", "H", "H", "H", "H", "H", "H", "H", "H", "H", "C", "S", "C", "O", "H", "H", "H", "H", "H", "H"], "positions_angstrom": [[-1.6365, -0.3445, 2.4077], [-3.4951, -0.1860, -1.8106], [-2.7270, -1.4378, -1.8434], [-1.5649, -1.3449, -2.8342], [-0.3119, -0.8731, -2.2497], [0.5872, -1.9598, -1.8717], [0.0536, -2.9623, -0.8606], [-0.2942, -2.3300, 0.4056], [0.3690, 0.0805, -3.1140], [-0.1669, 1.4912, -2.8978], [0.2517, 2.0863, -1.6285], [-3.9027, -0.0147, -0.8987], [-4.2537, -0.2121, -2.4802], [-3.3570, -2.2979, -2.1064], [-2.3129, -1.6278, -0.8537], [-1.8662, -0.6489, -3.6215], [-1.4057, -2.3204, -3.3240], [1.4795, -1.5018, -1.4369], [0.9024, -2.5285, -2.7681], [0.8463, -3.7136, -0.7494], [-0.8174, -3.4938, -1.2632], [0.3607, -1.5660, 0.5878], [-0.1928, -2.9743, 1.1849], [0.2952, -0.2126, -4.1767], [1.4312, 0.0791, -2.8570], [-1.2612, 1.4553, -2.9205], [0.1527, 2.1434, -3.7158], [1.2458, 2.2888, -1.6627], [0.1599, 1.3778, -0.8990], [1.8139, 0.6549, 1.4814], [6.7546, -0.6471, 3.1116], [6.3631, -1.6151, 2.1442], [5.6523, -2.6656, 2.7038], [6.2877, -3.8631, 2.9517], [5.5827, -4.9340, 3.4940], [4.2363, -4.7695, 3.7800], [3.5849, -3.5701, 3.5239], [4.2798, -2.4887, 2.9698], [3.7016, -1.2748, 2.6937], [2.2528, -1.0960, 2.7371], [1.7309, -1.0015, 4.1467], [2.4525, -0.3246, 5.1180], [2.0364, -0.2583, 6.4424], [0.8582, -0.9055, 6.7984], [0.1152, -1.5877, 5.8502], [0.5048, -1.6578, 4.4878], [-0.2294, -2.2555, 3.6001], [7.4946, -1.0711, 3.7978], [5.8944, -0.2905, 3.6828], [7.1970, 0.1855, 2.5670], [7.3414, -3.9429, 2.7108], [6.0817, -5.8744, 3.6901], [3.6714, -5.5884, 4.2092], [2.5334, -3.4630, 3.7561], [4.1807, -0.7253, 1.9975], [1.7600, -1.9457, 2.2594], [3.3734, 0.1634, 4.8151], [2.6218, 0.2788, 7.1785], [0.5157, -0.8821, 7.8284], [-0.7968, -2.1056, 6.1300], [-3.0546, 3.1342, -1.2173], [-2.3244, 2.0876, 0.0390], [-1.4529, 3.3818, 0.9276], [-3.4555, 1.6492, 0.9344], [-3.6598, 3.8957, -0.7252], [-3.6702, 2.4876, -1.8388], [-2.2483, 3.5702, -1.8049], [-0.8075, 3.8992, 0.2196], [-0.8251, 2.9100, 1.6850], [-2.1894, 4.0467, 1.3793]], "homo_ev": -3.4518, "gap_ha": 0.1956, "e_above_lowest_ev": 0.000, "charge": -1}


5.
{"formula": "C23H42FN5O11P", "method": "wB97M-V/def2-TZVPD", "elements": ["C", "C", "C", "C", "C", "C", "C", "P", "C", "O", "C", "C", "O", "O", "C", "N", "C", "C", "C", "C", "F", "N", "C", "C", "C", "O", "C", "C", "O", "H", "H", "H", "H", "H", "H", "H", "H", "H", "H", "H", "H", "H", "H", "H", "H", "H", "H", "H", "H", "H", "H", "H", "H", "H", "H", "H", "H", "H", "H", "H", "H", "H", "C", "N", "O", "O", "H", "H", "H", "C", "N", "O", "O", "H", "H", "H", "C", "N", "O", "O", "H", "H", "H"], "positions_angstrom": [[0.1781, 3.7862, 2.3259], [-0.5677, 2.5212, 1.8359], [-0.5943, 2.3829, 0.3029], [-1.9805, 2.2917, -0.3315], [-2.7164, 0.9259, -0.2562], [-1.8820, -0.2912, -0.5294], [-1.4508, -1.0972, 0.5359], [-1.9177, -0.6709, 2.3046], [-3.0586, -2.0642, 2.6563], [-0.5717, -0.9437, 3.1989], [-0.7143, -2.2529, 0.2505], [-0.2517, -3.2348, 1.2913], [-0.9051, -4.2186, 1.4557], [0.8559, -3.0141, 1.9850], [1.8026, -2.1169, 1.3775], [2.9440, -2.0372, 2.2421], [-0.4405, -2.5900, -1.0646], [-0.8971, -1.7877, -2.0886], [-0.6321, -2.2357, -3.5113], [-1.8357, -3.0122, -4.0452], [0.4378, -3.1107, -3.4784], [-1.5865, -0.6546, -1.8188], [-2.0582, 0.1709, -2.9562], [-0.9839, 0.9636, -3.7395], [0.2620, 1.4093, -3.0089], [1.1117, 0.2915, -2.7024], [2.4099, 0.6846, -2.4734], [2.9502, 0.5750, -1.0789], [3.0897, 1.0673, -3.3643], [0.4795, 4.4398, 1.5133], [1.0338, 3.5021, 2.9275], [-0.4575, 4.3694, 2.9857], [-1.5740, 2.5417, 2.2348], [-0.0271, 1.6705, 2.2346], [-0.1413, 3.2869, -0.1045], [0.0304, 1.5669, -0.0569], [-1.9607, 2.5875, -1.3775], [-2.6158, 3.0229, 0.1644], [-3.1986, 0.8445, 0.7063], [-3.5322, 0.9891, -0.9701], [-3.0623, -2.2985, 3.7148], [-4.0449, -1.6841, 2.3991], [-2.8882, -2.9427, 2.0410], [-0.6110, -1.7936, 3.6572], [1.3447, -1.1343, 1.2491], [2.1288, -2.4746, 0.4022], [3.7764, -1.8096, 1.7232], [2.7915, -1.3080, 2.9268], [0.0910, -3.5017, -1.2726], [-0.3169, -1.4188, -4.1455], [-1.8116, -3.0686, -5.1277], [-1.7409, -4.0292, -3.6765], [-2.7782, -2.6158, -3.6879], [-2.5249, -0.5019, -3.6654], [-2.8358, 0.8454, -2.6429], [-1.4718, 1.8735, -4.0703], [-0.6688, 0.4536, -4.6444], [0.8073, 2.0587, -3.6887], [0.0174, 2.0138, -2.1455], [3.6907, -0.2210, -1.0936], [3.4439, 1.5079, -0.8445], [2.1976, 0.3216, -0.3429], [7.3891, -2.1061, 0.3705], [6.2919, -1.5541, 1.2119], [5.9580, -2.1759, 2.1973], [5.7874, -0.5074, 0.8477], [7.7284, -3.0323, 0.8176], [6.9846, -2.2710, -0.6234], [8.1820, -1.3650, 0.3457], [-1.2240, 6.1426, -4.2572], [-1.5972, 4.8297, -3.6640], [-0.7054, 4.1068, -3.2555], [-2.7743, 4.5500, -3.6226], [-0.1459, 6.2403, -4.2215], [-1.5885, 6.1505, -5.2798], [-1.7112, 6.9133, -3.6680], [-1.3466, -2.3685, 7.4514], [-2.5471, -1.7745, 6.7990], [-2.3753, -1.0664, 5.8206], [-3.6202, -2.0335, 7.2878], [-0.4653, -2.0475, 6.9091], [-1.3271, -2.0142, 8.4772], [-1.4608, -3.4477, 7.4189]], "homo_ev": -11.1679, "gap_ha": 0.2806, "charge": 1}


6.
{"formula": "C14H19BrN2O2", "method": "wB97M-V/def2-TZVPD", "elements": ["C", "N", "C", "C", "C", "N", "C", "O", "C", "O", "C", "C", "C", "C", "C", "C", "H", "H", "Br", "H", "H", "H", "H", "C", "H", "C", "H", "H", "H", "H", "H", "H", "H", "H", "H", "H", "H", "H"], "positions_angstrom": [[-1.1972, -3.0659, 1.8365], [-0.1746, -2.1826, 1.3292], [0.4540, -1.3165, 2.3101], [0.1121, 0.1836, 2.2574], [-1.3541, 0.4972, 1.9457], [-1.5883, 0.5212, 0.5123], [-1.5533, 1.7155, -0.1057], [-1.4790, 2.7700, 0.5026], [-1.6352, 1.7421, -1.6396], [-0.7385, 0.8796, -2.3089], [0.6000, 1.0490, -2.1258], [1.4143, 0.1126, -2.7679], [2.7856, 0.1730, -2.6453], [3.3521, 1.1764, -1.8750], [2.5620, 2.1141, -1.2376], [1.1840, 2.0544, -1.3613], [0.5873, 2.7937, -0.8529], [3.0134, 2.8925, -0.6420], [5.2473, 1.2602, -1.6913], [3.4110, -0.5532, -3.1406], [0.9462, -0.6579, -3.3593], [-1.4821, 2.7840, -1.9470], [-2.6329, 1.4298, -1.9627], [-1.7060, -0.7688, -0.1229], [-2.5471, -1.3007, 0.3364], [-0.4271, -1.6287, 0.0273], [0.4425, -1.0375, -0.2675], [-0.5171, -2.4647, -0.6752], [-1.9189, -0.6476, -1.1821], [-1.6034, 1.4915, 2.3217], [-2.0213, -0.2346, 2.4057], [0.7258, 0.6830, 1.5044], [0.3728, 0.6172, 3.2238], [1.5426, -1.4111, 2.1958], [0.1954, -1.7031, 3.2977], [-1.5250, -3.7206, 1.0297], [-0.7657, -3.6872, 2.6217], [-2.0817, -2.5599, 2.2523]], "homo_ev": -8.2060, "gap_ha": 0.3292, "e_above_lowest_ev": 0.435}


7.
{"formula": "C4H12", "method": "wB97M-V/def2-TZVPD", "elements": ["C", "C", "H", "H", "H", "H", "H", "H", "C", "C", "H", "H", "H", "H", "H", "H"], "positions_angstrom": [[-1.6102, 0.2542, -1.7087], [-2.2703, 1.1818, -0.6932], [-0.8861, -0.3533, -1.1653], [-2.4068, -0.3677, -2.1068], [-1.0385, 0.7158, -2.5080], [-2.5747, 2.1463, -1.1103], [-3.2275, 0.8438, -0.2768], [-1.7414, 1.4072, 0.2349], [1.7074, -0.1267, 0.8319], [2.2775, -1.3783, 1.5063], [1.2438, 0.5500, 1.5565], [2.4747, 0.5526, 0.4458], [1.0119, -0.2314, 0.0057], [3.3574, -1.3853, 1.5603], [1.7925, -1.5634, 2.4657], [1.8905, -2.2458, 0.9619]], "homo_ev": -11.5681, "gap_ha": 0.4679, "e_above_lowest_ev": 0.522}


8.
{"formula": "C7H9Cl4N", "method": "wB97M-V/def2-TZVPD", "elements": ["N", "C", "C", "C", "C", "C", "H", "H", "H", "H", "H", "C", "Cl", "Cl", "H", "H", "C", "Cl", "Cl", "H", "H"], "positions_angstrom": [[0.0238, -1.3446, -2.8478], [0.3035, -1.8764, -4.0288], [1.5545, -1.7766, -4.6398], [2.5242, -1.0227, -4.0055], [2.2272, -0.4149, -2.7917], [0.9668, -0.6501, -2.2327], [-0.4790, -2.4553, -4.5038], [1.7490, -2.2309, -5.6008], [3.5070, -0.8939, -4.4426], [2.9153, 0.2021, -2.2312], [0.8222, -0.1926, -1.2604], [-2.0243, 1.3876, 6.5857], [-1.7658, 1.7417, 4.8765], [-0.5419, 1.1389, 7.5034], [-2.5898, 2.1994, 7.0357], [-2.6585, 0.5101, 6.6793], [-1.4326, 1.2407, 1.2214], [0.2445, 1.7286, 0.9022], [-1.6275, -0.4907, 0.8838], [-1.6181, 1.3616, 2.2812], [-2.1007, 1.8379, 0.6157]], "homo_ev": -9.5196, "gap_ha": 0.3793, "e_above_lowest_ev": 0.137}


9.
{"formula": "C3H4BrClF2", "method": "wB97M-V/def2-TZVPD", "elements": ["C", "C", "C", "F", "F", "Cl", "Br", "H", "H", "H", "H"], "positions_angstrom": [[-1.3241, 0.2958, -0.6629], [-0.3311, 0.4417, 0.4726], [1.3101, -0.9306, 0.3078], [1.4975, -1.4752, 1.5071], [1.0781, -1.9159, -0.5784], [0.3963, 1.9831, 0.5727], [2.8014, 0.1670, -0.0639], [-2.0926, 1.0369, -0.4248], [-0.8174, 0.7816, -1.5667], [-1.8469, -0.5505, -0.9823], [-0.6712, 0.1659, 1.4188]], "homo_ev": [-6.0361, -10.4789], "gap_ha": [0.2506, 0.2891], "multiplicity": 3, "s_squared": 2.01, "e_above_lowest_ev": 0.550}


10.
{"formula": "C23H16AgN4O5S", "method": "wB97M-V/def2-TZVPD", "elements": ["Ag", "C", "O", "C", "C", "C", "C", "C", "C", "N", "N", "C", "C", "C", "C", "O", "C", "N", "C", "C", "C", "C", "H", "H", "H", "H", "H", "H", "H", "H", "H", "H", "H", "H", "O", "C", "N", "S", "O", "O", "C", "C", "C", "C", "C", "C", "H", "H", "H", "H"], "positions_angstrom": [[2.0936, -1.0668, -1.4758], [-4.1575, -2.2336, 5.2143], [-5.2967, -2.2112, 4.3825], [-5.2409, -1.4035, 3.2793], [-4.2169, -0.4979, 3.0238], [-4.2377, 0.2553, 1.8635], [-5.2765, 0.1325, 0.9376], [-6.3251, -0.7329, 1.2368], [-6.2979, -1.5053, 2.3838], [-5.3519, 1.0129, -0.1747], [-4.4006, 1.1935, -0.9734], [-3.2690, 0.3708, -1.0295], [-3.3303, -1.0166, -0.9065], [-2.2257, -1.8288, -1.0729], [-0.9372, -1.3040, -1.3117], [0.0839, -2.0478, -1.4407], [-0.8557, 0.1502, -1.4228], [0.3732, 0.6785, -1.5904], [0.5248, 1.9787, -1.6763], [-0.5650, 2.8623, -1.6157], [-1.8254, 2.3574, -1.4386], [-2.0109, 0.9617, -1.3297], [-4.3383, -3.0092, 5.9551], [-4.0116, -1.2772, 5.7258], [-3.2529, -2.4803, 4.6516], [-3.3894, -0.3766, 3.7091], [-3.4338, 0.9516, 1.6643], [-7.1509, -0.8229, 0.5415], [-7.0908, -2.2092, 2.6037], [-4.2920, -1.4767, -0.7183], [-2.3225, -2.9056, -1.0154], [1.5442, 2.3392, -1.7832], [-0.3959, 3.9287, -1.6909], [-2.6931, 3.0015, -1.3700], [4.3569, 2.8802, -1.5624], [4.6507, 1.6950, -1.4909], [3.8057, 0.6473, -1.4171], [4.5598, -0.7679, -1.3762], [4.2972, -1.5334, -2.5847], [4.2704, -1.4825, -0.1469], [6.2278, -0.1361, -1.3965], [7.4577, -0.7587, -1.3791], [8.5877, 0.0499, -1.4283], [8.4682, 1.4349, -1.4981], [7.2200, 2.0436, -1.5230], [6.0969, 1.2388, -1.4701], [7.5372, -1.8369, -1.3297], [9.5712, -0.4023, -1.4145], [9.3648, 2.0418, -1.5336], [7.1001, 3.1175, -1.5848]], "homo_ev": -4.2340, "gap_ha": 0.2492, "e_above_lowest_ev": 0.924, "charge": -1}


11.
{"formula": "CH4BrOSr", "method": "wB97M-V/def2-TZVPD", "elements": ["Sr", "Br", "C", "O", "H", "H", "H", "H"], "positions_angstrom": [[-2.2677, 4.1424, 1.0162], [-2.4097, 1.3068, 0.6956], [0.8777, -0.5521, -0.2850], [0.0167, -1.6658, -0.3017], [0.2621, 0.3298, -0.4575], [1.3675, -0.4703, 0.6906], [1.6380, -0.6090, -1.0686], [0.5154, -2.4819, -0.2896]], "homo_ev": -12.1962, "gap_ha": 0.2249, "e_above_lowest_ev": 0.000, "charge": 1}